--- one ---
A cluster of 4 separate species, C5H17NO2 in total, computed with the ωB97M-V functional and the def2-TZVPD basis.

**HOMO level**: -9.2 eV
**LUMO**: -2.18 eV
**Molecular weight**: 123.20 g/mol
**Frontier orbital gap**: 7.01 eV

Positions of all 25 atoms, in Å:
C: -1.0471 0.4995 -1.6378
C: -1.1805 -0.2507 -0.1989
C: 0.0960 -0.9851 0.2508
C: -0.2643 -1.5659 1.6318
C: 0.4873 -2.1558 -0.6497
N: -0.0855 1.5916 -1.7314
H: -2.0231 0.9533 -1.8038
H: -0.8497 -0.3474 -2.3223
H: -1.2961 0.6330 0.4496
H: -2.1524 -0.7518 -0.2506
H: 0.8424 -0.1966 0.3821
H: -0.7725 -0.7504 2.1885
H: 0.5632 -1.9590 2.1850
H: -1.0787 -2.3041 1.5276
H: 1.2105 -2.8022 -0.1263
H: 1.0617 -1.9637 -1.5670
H: -0.3829 -2.7624 -0.9768
H: 0.6033 1.6834 -0.9768
H: -0.5900 2.4638 -1.7981
H: 0.5168 1.7011 1.5466
H: 0.0327 3.0529 1.6838
O: -0.2475 2.1633 1.9485
H: 2.8689 1.9487 0.7163
H: 1.6892 0.4873 -0.9195
O: 1.9986 1.6173 0.4484

---

--- two ---
A cluster of 3 separate species, C5H17NO2 in total, computed with the ωB97M-V functional and the def2-TZVPD basis.

**SMILES**: CC(C)[C@H](C)N.O.O
**HOMO level**: -9.6 eV
**LUMO**: 0.56 eV
**Molecular weight**: 123.20 g/mol
**Frontier orbital gap**: 10.11 eV

Positions of all 25 atoms, in Å:
C: 2.4224 0.0993 -0.4508
C: 1.3732 -0.5119 0.4787
C: 1.6500 -2.0026 0.6059
C: -0.1055 -0.3327 -0.0469
C: -1.2971 -0.7256 0.8799
N: -0.3959 -0.8354 -1.4251
H: 2.5720 1.3028 -0.3756
H: 2.1540 -0.2305 -1.4607
H: 3.3570 -0.3928 -0.2093
H: 1.2751 -0.1461 1.4633
H: 2.0388 -2.1682 1.6922
H: 0.8261 -2.7396 0.6167
H: 2.4326 -2.3140 -0.1101
H: -0.2470 0.7902 -0.1913
H: -2.0992 -1.1319 0.3111
H: -0.9598 -1.4419 1.6110
H: -1.8348 0.1320 1.6367
H: 0.4792 -1.1282 -1.7892
H: -0.9579 -1.7612 -1.4183
O: -2.5379 2.6742 1.2224
H: -1.6903 2.2464 1.4866
H: -3.1491 1.9417 1.2035
O: -1.8034 3.3020 -2.0417
H: -1.8851 2.4179 -2.5075
H: -1.6174 2.9561 -1.1816

---

--- three ---
A cluster of 3 separate species, C5H17NO2 in total, computed with the ωB97M-V functional and the def2-TZVPD basis.

**SMILES**: CC(C)CCN.O.O
**HOMO level**: -9.4 eV
**LUMO**: 0.82 eV
**Molecular weight**: 123.20 g/mol
**Frontier orbital gap**: 10.21 eV

Positions of all 25 atoms, in Å:
C: -1.3957 0.0636 1.1235
C: -0.2944 -0.7144 0.3452
C: -0.1076 -2.1286 0.8662
C: 1.0656 0.0579 0.7430
C: 2.1837 -0.0293 -0.3161
N: 1.9457 1.2055 -1.0433
H: -2.1414 -0.4221 1.7768
H: -0.9232 0.7515 1.8308
H: -1.7895 0.6406 0.3213
H: -0.5603 -0.6300 -0.7482
H: -0.7064 -2.9070 0.4041
H: 0.9336 -2.4675 0.6613
H: -0.2455 -2.0946 1.9555
H: 0.7574 1.0952 0.8778
H: 1.5108 -0.3188 1.6889
H: 3.1217 -0.1238 0.2360
H: 2.1062 -0.8978 -0.9031
H: 2.3166 2.0132 -0.4788
H: 2.2069 1.1833 -2.0336
O: -1.1138 2.6081 -0.4189
H: -0.2795 2.2450 -0.6559
H: -1.5354 2.4230 0.4125
O: -2.6429 -0.2257 -2.3086
H: -2.2505 -0.9337 -2.8633
H: -2.1620 -0.3935 -1.4730

---

Which one sits at the top of the stability order? three does.

---

--- one ---
A structure of composition C39H35CsO6, computed with the ωB97M-V functional and the def2-TZVPD basis.

**HOMO level**: -2.2 eV
**LUMO**: 4.02 eV
**Molecular weight**: 732.61 g/mol
**Frontier orbital gap**: 6.20 eV
**Total charge**: -2

Positions of all 81 atoms, in Å:
Cs: 1.4872 1.8696 0.2689
C: 6.8538 3.4943 -0.2793
C: 5.3821 3.8438 -0.0321
O: 4.5767 2.9249 -0.0481
C: 5.0287 5.2427 0.2059
C: 6.0342 6.2261 0.2079
C: 5.7817 7.5611 0.4230
C: 4.4447 7.9559 0.6523
C: 3.4277 7.0461 0.6621
C: 3.6362 5.6253 0.4415
O: 2.6782 4.8276 0.4585
H: 6.9148 2.4202 -0.4379
H: 7.4767 3.7705 0.5742
H: 7.2443 4.0139 -1.1569
H: 7.0600 5.9216 0.0318
H: 6.5835 8.2893 0.4171
H: 4.2212 9.0054 0.8238
H: 2.4029 7.3537 0.8374
C: -3.9935 -3.5552 -0.2764
C: -2.7547 -2.8780 -0.8416
C: -2.4314 -3.3845 -2.2452
O: -1.6784 -3.0983 0.0414
C: -0.9880 -1.8532 0.3183
C: -1.7538 -0.8098 -0.5204
O: -2.9732 -1.4970 -0.8678
C: -2.1602 0.5569 0.1440
O: -1.1285 1.4159 0.2207
C: -2.7709 0.2275 1.5287
C: -2.0441 0.5721 2.6600
C: -2.5048 0.2557 3.9327
C: -3.7170 -0.4032 4.0939
C: -4.4660 -0.7293 2.9695
C: -3.9970 -0.4147 1.6999
C: -3.2357 1.2474 -0.7380
C: -3.3631 1.0519 -2.1099
C: -4.2143 1.8411 -2.8754
C: -4.9670 2.8466 -2.2865
C: -4.8488 3.0571 -0.9166
C: -3.9938 2.2696 -0.1613
C: 0.5466 -1.9887 0.0680
O: 1.1318 -0.7809 0.1765
C: 1.1506 -2.9732 1.1051
C: 2.5394 -2.9407 1.2284
C: 3.2032 -3.7564 2.1297
C: 2.4875 -4.6219 2.9527
C: 1.1057 -4.6545 2.8502
C: 0.4431 -3.8416 1.9301
C: 0.7775 -2.6144 -1.3357
C: 0.7270 -3.9817 -1.5948
C: 0.9293 -4.4715 -2.8805
C: 1.1728 -3.5979 -3.9314
C: 1.2408 -2.2319 -3.6789
C: 1.0584 -1.7512 -2.3892
H: -3.8430 -4.6357 -0.2387
H: -4.8606 -3.3367 -0.9028
H: -4.1698 -3.1795 0.7314
H: -2.1684 -4.4432 -2.2212
H: -1.5886 -2.8307 -2.6598
H: -3.3025 -3.2426 -2.8894
H: -1.1063 -1.6347 1.3823
H: -1.1885 -0.5601 -1.4245
H: -1.1175 1.1107 2.5001
H: -1.9154 0.5253 4.8020
H: -4.0794 -0.6533 5.0848
H: -5.4218 -1.2302 3.0831
H: -4.5868 -0.6617 0.8267
H: -2.7936 0.2702 -2.5956
H: -4.2881 1.6649 -3.9433
H: -5.6313 3.4609 -2.8837
H: -5.4197 3.8451 -0.4372
H: -3.8859 2.4572 0.9006
H: 3.0823 -2.2322 0.6147
H: 4.2845 -3.7051 2.2003
H: 3.0019 -5.2534 3.6685
H: 0.5288 -5.3133 3.4903
H: -0.6353 -3.8949 1.8616
H: 0.5217 -4.6678 -0.7818
H: 0.8885 -5.5402 -3.0630
H: 1.3222 -3.9805 -4.9349
H: 1.4480 -1.5380 -4.4861
H: 1.1605 -0.7044 -2.1349

---

--- two ---
A structure of composition C39H35CsO6, computed with the ωB97M-V functional and the def2-TZVPD basis.

**HOMO level**: -2.0 eV
**LUMO**: 4.03 eV
**Molecular weight**: 732.61 g/mol
**Frontier orbital gap**: 6.05 eV
**Total charge**: -2

Positions of all 81 atoms, in Å:
Cs: 0.9956 -1.5284 -1.3308
C: 0.5318 -6.0971 -3.9613
C: 1.3608 -4.8866 -3.5095
O: 0.7995 -4.0489 -2.8158
C: 2.7478 -4.7988 -3.9292
C: 3.3171 -5.7925 -4.7450
C: 4.6217 -5.7484 -5.1750
C: 5.4259 -4.6589 -4.7803
C: 4.9224 -3.6703 -3.9878
C: 3.5556 -3.6636 -3.5020
O: 3.1427 -2.7357 -2.7768
H: -0.4626 -5.9727 -3.5379
H: 0.9636 -7.0321 -3.5997
H: 0.4572 -6.1420 -5.0495
H: 2.7053 -6.6329 -5.0556
H: 5.0278 -6.5311 -5.8055
H: 6.4585 -4.6087 -5.1150
H: 5.5340 -2.8279 -3.6824
C: -3.0627 3.3469 2.5936
C: -1.5872 2.9908 2.4095
C: -0.6871 3.9048 3.2434
O: -1.2465 3.1089 1.0514
C: -0.5818 1.9117 0.6152
C: -1.0206 0.8683 1.6405
O: -1.3786 1.6533 2.7908
C: 0.0405 -0.2162 2.0380
O: 0.4078 -0.9848 0.9947
C: -0.5800 -1.2143 3.0476
C: -1.9076 -1.6342 2.9383
C: -2.4024 -2.6850 3.6944
C: -1.5831 -3.3630 4.5868
C: -0.2583 -2.9657 4.7035
C: 0.2310 -1.9111 3.9487
C: 1.2256 0.5389 2.6905
C: 2.3951 0.6938 1.9542
C: 3.5061 1.3294 2.4925
C: 3.4676 1.8236 3.7890
C: 2.3025 1.6838 4.5318
C: 1.1924 1.0531 3.9869
C: -0.9420 1.6266 -0.8832
O: -0.2675 0.5739 -1.3849
C: -2.4799 1.4635 -0.9504
C: -3.0031 0.1842 -1.1027
C: -4.3718 -0.0240 -1.2059
C: -5.2478 1.0520 -1.1587
C: -4.7381 2.3332 -0.9948
C: -3.3689 2.5365 -0.8875
C: -0.4955 2.8221 -1.7615
C: 0.6542 3.5602 -1.4744
C: 1.1671 4.4834 -2.3726
C: 0.5487 4.7003 -3.5960
C: -0.5949 3.9736 -3.9000
C: -1.1059 3.0541 -2.9984
H: -3.2587 4.3651 2.2529
H: -3.3200 3.2531 3.6496
H: -3.6698 2.6515 2.0127
H: -0.8587 4.9398 2.9435
H: 0.3554 3.6442 3.0558
H: -0.8979 3.7860 4.3076
H: 0.5004 2.0491 0.6979
H: -1.9160 0.3698 1.2629
H: -2.5693 -1.1451 2.2354
H: -3.4391 -2.9839 3.5789
H: -1.9679 -4.1884 5.1750
H: 0.4044 -3.4887 5.3857
H: 1.2729 -1.6338 4.0422
H: 2.4076 0.3048 0.9433
H: 4.4073 1.4402 1.8994
H: 4.3357 2.3103 4.2197
H: 2.2631 2.0643 5.5475
H: 0.2893 0.9483 4.5729
H: -2.3034 -0.6425 -1.1309
H: -4.7600 -1.0299 -1.3237
H: -6.3173 0.8969 -1.2505
H: -5.4145 3.1814 -0.9593
H: -2.9784 3.5376 -0.7634
H: 1.1667 3.4103 -0.5331
H: 2.0642 5.0372 -2.1158
H: 0.9515 5.4193 -4.3004
H: -1.0912 4.1219 -4.8539
H: -1.9880 2.4852 -3.2629

---

Which one sits at the top of the stability order? one does.